No. 1
Computed, not measured: a structure of composition C13H11AuI2N2O5Se, with the ωB97M-V functional and the def2-TZVPD basis.

Last column: Löwdin charge in e.
Cartesian coordinates (Å):
H (0.907, -0.938, 3.737)  0.133
C (3.750, 1.674, 2.241)  -0.722
Au (-0.096, 0.785, 0.166)  1.092
H (-4.185, -1.090, 2.569)  0.118
C (-1.444, -1.128, 2.134)  -0.135
C (-4.428, 0.361, -0.477)  -0.036
C (3.745, 0.282, 0.294)  -0.641
H (4.993, 1.996, 0.520)  0.093
H (-5.136, 0.755, -1.192)  0.114
H (-0.482, 0.592, 2.722)  0.137
C (-4.842, -0.184, 0.726)  -0.040
O (0.316, 1.864, -1.547)  -0.577
H (-5.894, -0.226, 0.974)  0.116
H (2.333, 1.224, 3.803)  0.106
C (2.170, -0.131, 2.170)  -0.166
Se (1.173, 3.172, -0.788)  0.784
C (-3.894, -0.665, 1.618)  -0.009
C (-2.558, -0.594, 1.271)  -0.264
C (2.714, 0.922, 2.835)  -0.118
N (-0.288, -0.216, 2.135)  -0.125
O (2.649, 3.295, -1.388)  -0.450
C (4.243, 1.364, 0.973)  -0.226
O (0.249, 4.475, -0.766)  -0.446
C (0.953, -0.872, 2.648)  -0.132
I (4.480, 3.330, 3.227)  0.968
H (-2.679, 0.847, -1.659)  0.124
H (-1.796, -1.353, 3.143)  0.132
C (2.692, -0.542, 0.863)  -0.477
H (0.975, -1.874, 2.224)  0.117
H (-1.096, -2.062, 1.687)  0.138
N (-2.168, -0.067, 0.107)  -0.006
C (-3.071, 0.412, -0.748)  -0.087
O (1.228, 2.431, 0.731)  -0.537
I (4.418, -0.185, -1.592)  1.018
O (2.229, -1.539, 0.297)  0.004

Output
HOMO (spin up / spin down)   -0.3031 / -0.3293 Eh
Expectation value of S²   2.046
Energy relative to the best compared isomer or geometry (same formula, charge and spin)   0.0 kcal/mol
Max |F|   0.0135 hartree/bohr
Multiplicity   3

***

No. 2
Computed, not measured: a cluster of 2 separate species, C13H11Cl4O5 in total in a non-equilibrium geometry, with the ωB97M-V functional and the def2-TZVPD basis.

Last column: Löwdin charge in e.
Cartesian coordinates (Å):
O (0.067, 0.614, -3.164)  0.057
H (-0.778, -1.737, -0.360)  0.079
H (-4.497, 0.543, -2.963)  0.070
O (0.338, 3.824, 3.185)  0.023
H (-2.180, 1.392, -2.724)  0.121
C (-0.885, 0.437, 2.832)  -0.598
O (-1.483, -0.366, -1.874)  -0.051
H (-2.212, -0.035, -3.789)  0.121
Cl (3.038, 2.715, 3.224)  0.737
Cl (-2.341, 2.674, 3.191)  0.738
H (3.790, -1.991, -1.713)  0.076
C (-3.783, 0.019, -2.320)  -0.086
O (0.387, -1.550, 2.540)  0.008
C (-2.379, 0.320, -2.770)  -0.249
Cl (-2.310, -0.503, 2.900)  0.746
H (2.894, -2.025, -0.175)  0.047
C (3.254, -1.387, -0.973)  -0.037
C (0.349, 2.593, 3.092)  -0.436
H (0.636, -2.787, -0.771)  0.093
H (0.710, -1.689, 0.619)  0.038
H (3.977, -0.680, -0.561)  0.070
C (1.622, 0.460, 2.818)  -0.593
C (2.176, -0.578, -1.676)  -0.466
Cl (3.069, -0.454, 2.847)  0.750
H (-3.945, 0.362, -1.297)  0.073
C (0.318, -1.785, -0.407)  -0.109
O (2.486, 0.123, -2.641)  -0.005
H (-3.996, -1.048, -2.390)  0.072
C (-0.198, -0.051, -2.179)  -0.467
C (1.611, 1.801, 3.049)  -0.620
C (-0.900, 1.783, 3.045)  -0.622
C (0.790, -0.675, -1.229)  -0.134
C (0.374, -0.318, 2.634)  -0.445

Output
HOMO   -0.1223 Eh
Net charge   -1
Max |F|   0.0513 hartree/bohr

***

No. 3
Computed, not measured: the molecule C13H11FN2O2S in a non-equilibrium geometry, with the ωB97M-V functional and the def2-TZVPD basis.

Last column: Löwdin charge in e.
Cartesian coordinates (Å):
H (0.390, -2.409, -3.292)  0.093
C (1.514, -2.007, 2.250)  -0.009
C (-0.733, 1.188, -0.111)  -0.468
H (0.798, 4.929, -1.790)  0.087
O (-1.146, -1.818, -2.131)  -0.023
C (0.056, -0.565, 1.024)  -0.175
C (2.135, 0.351, 1.925)  0.078
H (-2.733, -1.251, 0.796)  0.144
C (0.372, -1.796, 1.513)  -0.020
H (-0.776, -3.677, -2.912)  0.091
C (-0.129, 3.433, -0.584)  -0.620
C (0.951, 0.484, 1.195)  -0.114
H (1.787, -2.966, 2.673)  0.117
H (0.150, 5.477, -0.213)  0.089
H (-2.890, -0.326, -0.678)  0.118
N (-1.021, -0.136, 0.238)  -0.022
H (-0.298, -2.637, 1.409)  0.114
C (-2.208, -0.903, -0.100)  -0.019
O (-2.138, -3.214, -0.582)  0.102
S (-1.487, 2.406, -1.065)  1.088
H (2.851, 1.163, 2.047)  0.126
C (-0.237, -2.824, -2.518)  -0.060
F (3.521, -1.150, 3.167)  0.063
C (-1.801, -2.106, -0.973)  -0.442
C (2.413, -0.940, 2.458)  -0.269
H (0.389, -3.219, -1.717)  0.101
N (0.816, 2.920, 0.205)  0.124
C (-0.048, 4.835, -1.088)  -0.099
C (0.434, 1.615, 0.479)  -0.254
H (-0.932, 5.143, -1.625)  0.059

Output
HOMO   -0.2898 Eh
Structure (SMILES)   COC(=O)Cn1c2ccc(F)cc2c2nc(C)sc21
Energy relative to the best compared isomer or geometry (same formula, charge and spin)   12.7 kcal/mol
Max |F|   0.0512 hartree/bohr

***

No. 4
Computed, not measured: a structure of composition C13H11IO in a non-equilibrium geometry, with the ωB97M-V functional and the def2-TZVPD basis.

Last column: Löwdin charge in e.
Cartesian coordinates (Å):
H (-3.160, -2.827, -0.885)  0.111
H (0.774, -1.198, 1.490)  0.167
C (-0.526, -0.767, -0.264)  -0.316
H (-2.020, 0.860, -2.715)  0.091
C (-1.904, 0.089, -2.042)  -0.070
C (2.625, 3.096, 1.319)  -0.094
C (2.524, 0.683, 1.278)  0.003
H (-3.931, -0.793, -1.905)  0.105
H (-0.388, 2.083, 0.000)  0.123
C (-2.551, -1.935, -0.848)  -0.116
H (3.158, 4.000, 1.259)  0.086
C (1.176, 0.728, 0.738)  -0.214
H (-0.024, 0.902, -1.581)  0.128
O (1.801, -2.569, -0.711)  -1.035
C (-2.880, -0.878, -1.687)  -0.034
C (1.332, 3.155, 0.834)  -0.084
C (-1.380, -1.842, -0.104)  -0.238
I (0.443, -3.779, -1.035)  1.030
H (0.945, 4.154, 0.433)  0.128
H (4.230, 1.867, 2.097)  0.113
H (2.898, -0.334, 1.249)  0.112
H (-1.328, -2.509, 0.839)  0.123
C (0.643, 1.986, 0.434)  -0.039
C (0.510, -0.531, 0.587)  0.018
C (-0.769, 0.108, -1.384)  -0.042
C (3.206, 1.853, 1.663)  -0.054

Output
HOMO   -0.2714 Eh
Energy relative to the best compared isomer or geometry (same formula, charge and spin)   6.4 kcal/mol
Max |F|   0.0716 hartree/bohr

***

No. 5
Computed, not measured: the ion C13H11N2 with charge +1 in a non-equilibrium geometry, with the ωB97M-V functional and the def2-TZVPD basis.

Last column: Löwdin charge in e.
Cartesian coordinates (Å):
C (3.663, -1.178, -0.014)  -0.007
C (1.548, 0.723, -0.137)  -0.082
H (-0.531, 3.414, 0.137)  0.155
H (-4.266, -1.801, -0.535)  0.112
H (5.094, 0.306, -0.251)  0.136
C (-1.569, 1.802, 0.084)  -0.053
C (-3.610, 0.266, -0.285)  -0.181
C (-2.469, 1.018, 0.062)  -0.029
H (-4.534, 0.311, 0.515)  0.193
C (-1.023, -1.174, 0.392)  -0.065
H (1.992, -2.469, -0.028)  0.110
C (2.963, 1.101, -0.153)  -0.033
H (4.442, -1.940, -0.141)  0.138
H (-2.202, -2.813, 0.077)  0.095
C (3.991, 0.226, -0.093)  -0.026
C (-3.432, -1.217, -0.243)  -0.080
C (2.394, -1.529, 0.001)  -0.032
H (1.558, 2.832, -0.011)  0.180
N (-0.433, 2.433, 0.147)  0.084
C (0.806, 1.905, -0.156)  0.070
H (3.071, 2.104, -0.456)  0.090
C (1.323, -0.685, -0.075)  -0.223
C (-2.256, -1.798, -0.057)  -0.059
H (-4.018, 0.688, -1.263)  0.159
N (0.157, -1.254, -0.114)  0.171
H (-1.328, -0.520, 1.332)  0.180

Output
HOMO   -0.4514 Eh
Net charge   +1
Structure (SMILES)   C1#C/[NH+]=C\c2ccccc2/N=C/C=C\C1
Energy relative to the best compared isomer or geometry (same formula, charge and spin)   178.9 kcal/mol
Max |F|   0.0922 hartree/bohr

***

No. 6
Computed, not measured: the molecule C13H11N3O2S in a non-equilibrium geometry, with the ωB97M-V functional and the def2-TZVPD basis.

Last column: Löwdin charge in e.
Cartesian coordinates (Å):
H (-2.080, -2.717, -1.545)  0.167
C (3.041, 0.532, -0.097)  -0.245
H (-0.519, -1.800, -1.206)  0.172
H (2.301, 0.638, 1.980)  0.134
N (1.552, 2.155, -0.877)  0.094
C (-1.998, -0.717, -0.307)  -0.356
C (4.371, -0.419, 1.517)  -0.052
H (5.881, -1.004, 0.398)  0.106
C (-2.168, 1.352, 0.015)  -0.524
C (2.099, 0.761, -1.094)  -0.214
C (-1.358, 0.383, -0.284)  -0.265
H (-4.844, -1.732, 1.325)  0.075
H (-5.449, -1.389, -0.289)  0.118
H (-0.204, 4.077, 0.192)  0.190
C (-3.289, -0.629, 0.109)  -0.314
S (-3.822, 1.162, 0.585)  1.039
N (0.332, 2.024, -0.573)  -0.065
H (-4.126, -2.449, -0.114)  -0.013
C (5.014, -0.446, 0.506)  -0.175
H (4.740, -0.559, 2.679)  0.170
O (0.838, -0.068, -1.096)  0.035
C (-0.577, 2.859, 0.131)  -0.146
N (-1.793, 2.674, 0.320)  0.063
O (4.234, -0.211, -0.719)  -0.010
C (-0.138, 0.762, -0.449)  -0.145
H (-1.524, -2.811, 0.118)  0.012
C (-4.472, -1.633, 0.310)  -0.075
C (-1.621, -2.065, -0.515)  -0.025
C (3.006, 0.427, 1.148)  0.057
H (2.576, 0.843, -2.168)  0.190

Output
HOMO   -0.2675 Eh
Energy relative to the best compared isomer or geometry (same formula, charge and spin)   220.6 kcal/mol
Max |F|   0.2859 hartree/bohr

***

No. 7
Computed, not measured: a cluster of 2 separate species, C13H11N4O7 in total in a non-equilibrium geometry, with the ωB97M-V functional and the def2-TZVPD basis.

Last column: Löwdin charge in e.
Cartesian coordinates (Å):
C (-0.014, 2.032, 1.360)  -0.090
C (-0.218, -0.759, -1.879)  -0.509
H (-2.382, 0.010, -3.351)  0.124
C (0.484, 0.451, 3.556)  0.089
C (3.433, -1.976, -2.269)  -0.054
H (-3.792, -2.115, -3.341)  0.070
O (2.478, 0.154, -1.710)  -0.060
O (-0.327, 0.347, -1.359)  0.012
C (-0.843, 2.183, 2.504)  -0.189
O (0.089, 3.498, -0.533)  0.132
C (-3.751, -1.425, -2.493)  -0.097
H (-2.575, 0.083, -1.566)  0.110
H (3.142, -3.024, -2.378)  0.060
N (-2.151, 1.681, 5.689)  0.151
C (-2.500, -0.588, -2.433)  -0.263
H (-3.870, -2.007, -1.573)  0.074
H (4.142, -1.890, -1.442)  0.067
C (-1.445, 1.517, 4.772)  -0.173
C (2.272, -1.035, -2.007)  -0.553
H (0.762, -2.562, -2.519)  0.077
H (1.474, 0.953, 0.268)  0.125
H (0.753, -0.126, 4.436)  0.129
N (-1.685, 3.246, 2.444)  0.136
H (3.953, -1.651, -3.177)  0.069
O (2.584, -1.227, 3.444)  0.032
C (0.958, -1.564, -2.131)  -0.023
N (2.257, -0.701, 2.357)  -0.315
O (2.789, -1.038, 1.275)  0.091
C (0.968, 1.085, 1.221)  0.136
H (-4.577, -0.714, -2.572)  0.068
C (-0.601, 1.334, 3.629)  -0.152
C (1.239, 0.305, 2.346)  -0.107
O (-1.362, 3.849, 1.216)  0.026
O (-1.342, -1.440, -2.311)  -0.063
N (-0.341, 3.112, 0.529)  -0.127

Output
HOMO   -0.1382 Eh
Net charge   -1
Energy relative to the best compared isomer or geometry (same formula, charge and spin)   2.3 kcal/mol
Max |F|   0.0719 hartree/bohr

***

No. 8
Computed, not measured: the molecule C13H11N5O3S in a non-equilibrium geometry, with the ωB97M-V functional and the def2-TZVPD basis.

Last column: Löwdin charge in e.
Cartesian coordinates (Å):
H (-1.379, 3.423, 1.153)  0.125
S (2.668, -1.868, -3.148)  0.740
N (-2.148, -2.542, -3.019)  0.143
C (-0.810, 1.476, 0.441)  -0.020
C (0.174, 0.934, 3.037)  -0.002
C (-1.113, -1.880, -2.389)  -0.262
C (-0.107, -0.797, -0.292)  -0.233
N (0.074, -1.969, -2.948)  0.066
C (1.229, -1.443, -2.379)  -0.644
C (0.133, -0.096, 2.105)  0.050
O (2.566, -1.620, 0.501)  0.058
H (0.763, -0.990, 2.401)  0.137
O (-1.406, 4.163, 3.546)  0.060
N (-0.678, 3.192, 3.778)  -0.368
H (-1.099, 1.743, -0.588)  0.130
H (0.243, -2.444, -3.796)  0.115
H (-3.002, -2.012, -2.840)  0.094
C (-0.503, 2.153, 2.830)  -0.130
H (0.558, 0.750, 3.941)  0.073
C (1.192, -0.539, -1.199)  -0.168
H (-2.121, -2.815, -4.023)  0.129
H (4.021, 0.238, 0.613)  0.106
N (3.337, 0.344, -0.138)  0.143
O (-0.183, 3.051, 4.872)  0.088
N (-3.807, -0.509, -0.623)  0.146
C (-1.333, -1.002, -1.146)  -0.109
C (-0.414, 0.187, 0.719)  -0.183
C (-0.971, 2.448, 1.488)  0.059
C (-2.726, -0.842, -0.810)  -0.254
H (1.208, 0.488, -1.527)  0.151
H (0.030, -1.787, 0.215)  0.164
C (2.419, -0.748, -0.326)  -0.504
H (3.184, 1.313, -0.450)  0.101

Output
HOMO   -0.3072 Eh
Structure (SMILES)   N#CC1=C(N)NC(=S)[C@H](C(N)=O)[C@H]1c1ccc([N+](=O)[O-])cc1
Max |F|   0.1213 hartree/bohr

***

Question: Among the records above, which one has the lowest max |F|?
Answer: C13H11AuI2N2O5Se

***

Question: Which value of max |F| does entry 6 give?
Answer: 0.2859 hartree/bohr

***

Question: What is the max |F| in the fifth record?
Answer: 0.0922 hartree/bohr